Computed, not measured: C16H27ClN3O7Se2W as an isolated structure, with ωB97M-V/def2-TZVPD.

Frontier orbital gap (alpha / beta) in eV: 7.00 / 6.41
E_HOMO (alpha / beta) in eV: -18.562 / -18.329
Multiplicity: 1
Total charge: +3
Molar mass in g mol⁻¹: 750.62

Cartesian coordinates (Å):
W -0.03533 0.76553 -0.61854
O 0.82789 2.66108 4.83768
C 1.81386 2.86379 3.85171
C 1.33001 2.00829 2.65380
C 1.07427 0.58304 3.18410
O -0.27473 0.37611 3.55598
C 2.41876 2.02379 1.59248
Se 2.26926 0.77972 0.03766
C 0.04482 2.70337 2.19155
Se -1.23344 1.48398 1.31338
H 1.04701 3.14279 5.64471
H 2.79294 2.49869 4.18244
H 1.90649 3.91857 3.57505
H 1.73759 0.37625 4.02726
H 1.28125 -0.15718 2.40162
H -0.43414 0.86446 4.38132
H 3.36948 1.67172 2.00470
H 2.58504 3.01353 1.16876
H 0.20951 3.53094 1.49810
H -0.54865 3.05063 3.03961
O 1.11422 1.15914 -2.67117
C 0.99968 0.56584 -4.00478
C 1.61527 -0.81658 -3.99482
C 1.05769 -1.64462 -2.82617
C -0.43440 -1.53542 -2.76623
C -1.23211 -2.34427 -3.57353
C -2.60819 -2.24878 -3.53563
C -3.19911 -1.33855 -2.66032
C -2.37721 -0.54407 -1.89559
N -1.02200 -0.62289 -1.96146
H 1.91871 1.69107 -2.60922
H 1.47803 1.23495 -4.71804
H -0.07009 0.55724 -4.22512
H 2.70225 -0.75549 -3.89830
H 1.41526 -1.29773 -4.95373
H 1.50183 -1.30686 -1.87438
H 1.33483 -2.69446 -2.92357
H -0.74614 -3.05745 -4.22525
H -3.21887 -2.87806 -4.16830
H -4.27041 -1.23411 -2.58084
H -2.80518 0.19115 -1.21642
C -1.88605 -3.97952 1.16314
N -0.96074 -2.96652 1.71610
C -0.50506 -3.11421 3.11480
C -0.56278 -1.99834 1.00012
N -0.20167 -1.13383 0.28142
H -1.38748 -4.94709 1.18203
H -2.14161 -3.70864 0.14227
H -2.78047 -3.99631 1.78347
H -0.15751 -4.13789 3.24052
H -1.33927 -2.90305 3.77965
H 0.31145 -2.42388 3.29728
O -1.30554 1.89738 -1.87050
Cl -0.78189 3.32776 -1.62745
O -0.39941 3.92976 -2.81744
O -1.67870 4.03574 -0.81977
O 0.44076 2.87950 -0.80609

Cartesian forces (eV/Å) of the 2 atoms listed first:
W 0.3 -0.6 -1.1
O -0.1 0.0 0.2